A structure of composition C29H23HfN7O3. Source: the Open Molecules 2025 dataset; level of theory: ωB97M-V with the def2-TZVPD basis set.

Computed properties:
- Net charge: +2
- Orbital gap: 6.25 eV
- E_LUMO: -7.1 eV
- M: 696.04 g/mol
- Energy above the lowest of the compared OMol25 structures with the same formula, charge and spin: 0.000 eV

```
63
Properties=species:S:1:pos:R:3:mulliken_charge:R:1
Hf 0.09 -0.07 0.01 1.619
C 4.18 -2.19 1.66 -0.581
O 3.64 -2.95 0.58 -0.479
C 2.46 -3.58 0.86 0.420
C 2.44 -4.94 1.14 -0.177
C 1.24 -5.61 1.37 -0.849
C 0.06 -4.91 1.31 -1.072
C 0.05 -3.54 1.02 0.642
C -1.21 -2.86 0.94 0.088
N -1.38 -1.61 0.64 0.481
N -2.71 -1.19 0.64 -0.961
C -2.78 0.10 0.55 0.755
O -1.65 0.83 0.48 -1.033
C -4.07 0.79 0.51 0.483
C -4.10 2.19 0.47 -0.311
C -5.32 2.85 0.44 -0.708
C -6.50 2.12 0.45 -0.399
C -6.47 0.73 0.48 -0.684
C -5.26 0.06 0.52 -0.329
C 1.26 -2.87 0.79 0.202
O 1.29 -1.56 0.48 -0.992
H 5.15 -1.83 1.33 0.287
H 3.53 -1.34 1.89 0.043
H 4.30 -2.81 2.55 0.344
H 3.39 -5.46 1.17 0.515
H 1.25 -6.66 1.59 0.431
H -0.88 -5.41 1.49 0.449
H -2.11 -3.44 1.15 0.474
H -3.18 2.74 0.47 0.403
H -5.35 3.93 0.41 0.418
H -7.45 2.64 0.43 0.416
H -7.39 0.17 0.49 0.408
H -5.22 -1.02 0.55 0.434
N 2.35 2.06 3.21 0.091
C 1.58 1.25 2.51 -0.269
N 1.34 1.39 1.22 -0.297
C 1.93 2.47 0.53 0.590
N 1.70 2.63 -0.73 -1.124
N 0.91 1.64 -1.25 0.388
C 0.42 1.81 -2.42 -0.206
C -0.40 0.74 -2.97 0.792
C -0.99 0.82 -4.21 -0.860
C -1.75 -0.26 -4.66 -0.299
C -1.88 -1.37 -3.85 -0.949
C -1.27 -1.38 -2.61 0.286
N -0.55 -0.35 -2.17 -0.100
C 2.80 3.37 1.25 0.541
C 3.44 4.45 0.63 -0.212
C 4.26 5.27 1.37 -0.821
C 4.45 5.04 2.74 -0.428
C 3.82 3.99 3.37 -0.924
C 3.00 3.16 2.62 0.187
H 2.47 1.90 4.20 0.289
H 1.13 0.43 3.05 0.530
H 0.59 2.73 -2.98 0.465
H -0.86 1.71 -4.81 0.465
H -2.22 -0.22 -5.63 0.470
H -2.46 -2.23 -4.17 0.433
H -1.38 -2.22 -1.94 0.450
H 3.29 4.61 -0.42 0.482
H 4.76 6.10 0.90 0.451
H 5.09 5.70 3.31 0.431
H 3.96 3.81 4.43 0.412
```